1:
ORCA calculation (the ωB97M-V functional and the def2-TZVPD basis) on a 2-piece molecular cluster, C6H16N2 overall.

Each atom is followed by the atoms it is bonded to, with distances in Å.
CARTESIAN COORDINATES (ANGSTROEM)
1 C -0.3481 -0.5645 3.6095  C2 1.330, H5 1.080, H6 1.081
2 C -0.5921 0.1272 2.4996  C1 1.330, N3 1.407, H7 1.081
3 N -1.8514 0.6002 2.0862  C2 1.407, C4 1.467, H8 1.010
4 C -2.1340 0.3169 0.6745  N3 1.467, H9 1.089, H10 1.089, H11 1.096
5 H -1.0830 -0.8722 4.3382  C1 1.080
6 H 0.6871 -0.8135 3.7993  C1 1.081
7 H 0.2302 0.4090 1.8564  C2 1.081
8 H -2.5556 0.1211 2.6291  N3 1.010
9 H -3.1723 0.5493 0.4421  C4 1.089
10 H -1.5212 0.9334 0.0185  C4 1.089
11 H -1.9665 -0.7372 0.4273  C4 1.096
12 C 2.6670 -0.2533 -0.7201  C13 1.540, H16 1.088, H17 1.086, H18 1.092
13 C 1.1835 -0.0317 -1.0699  C12 1.540, N14 1.440, H19 1.095, H20 1.099
14 N 1.0192 0.0464 -2.4985  C13 1.440, C15 1.459, H21 1.010
15 C -0.3521 0.3319 -2.9079  N14 1.459, H22 1.087, H23 1.091, H24 1.095
16 H 2.8068 -0.5331 0.3216  C12 1.088
17 H 3.1964 0.6635 -0.9640  C12 1.086
18 H 3.0373 -1.0686 -1.3444  C12 1.092
19 H 0.9059 0.9360 -0.6394  C13 1.095
20 H 0.5685 -0.7916 -0.5671  C13 1.099
21 H 1.3469 -0.7879 -2.9629  N14 1.010
22 H -0.3820 0.5022 -3.9812  C15 1.087
23 H -1.0831 -0.3967 -2.5528  C15 1.091
24 H -0.6073 1.3132 -2.4943  C15 1.095

## Properties
SMILES: C=CNC.CCNC
Net charge: 0

Let us look at the natural (NBO) charges, expressed in e, one per atom: -0.50 0.01 -0.61 -0.41 0.20 0.20 0.19 0.36 0.20 0.20 0.17 -0.60 -0.21 -0.62 -0.41 0.21 0.21 0.20 0.18 0.16 0.35 0.20 0.17 0.19



2:
ORCA calculation (the ωB97M-V functional and the def2-TZVPD basis) on a 2-piece molecular cluster, C6H16N2 overall.

Each atom is followed by the atoms it is bonded to, with distances in Å.
CARTESIAN COORDINATES (ANGSTROEM)
1 C 2.5103 0.8886 0.8763  C2 1.516, H5 1.090, H6 1.097, H7 1.129
2 C 1.6659 0.9110 -0.3822  C1 1.516, C3 1.345, H8 1.098
3 C 2.0419 1.6074 -1.4693  C2 1.345, C4 1.538, H9 1.115
4 C 1.2090 1.7401 -2.7557  C3 1.538, H10 1.087, H11 1.085, H12 1.097
5 H 1.9078 1.3971 1.6284  C1 1.090
6 H 2.7769 -0.1074 1.2493  C1 1.097
7 H 3.4479 1.5081 0.7670  C1 1.129
8 H 0.7506 0.3052 -0.3657  C2 1.098
9 H 3.0016 2.1747 -1.4845  C3 1.115
10 H 0.4360 0.9765 -2.7601  C4 1.087
11 H 1.8338 1.7422 -3.6432  C4 1.085
12 H 0.7280 2.7252 -2.7823  C4 1.097
13 N -2.1228 -3.1051 0.5202  C14 1.462, H17 1.016, H18 1.029
14 C -1.3844 -1.8793 0.8218  N13 1.462, C15 1.502, H19 1.110, H20 1.121
15 C -2.3449 -0.7264 0.8737  C14 1.502, N16 1.443, H21 1.105, H22 1.106
16 N -1.5381 0.4519 1.0814  C15 1.443, H23 1.029, H24 1.023
17 H -2.7224 -3.3700 1.2966  N13 1.016
18 H -1.4707 -3.8735 0.3141  N13 1.029
19 H -0.6872 -1.7029 -0.0240  C14 1.110
20 H -0.7604 -1.9214 1.7516  C14 1.121
21 H -2.8474 -0.6538 -0.1082  C15 1.105
22 H -3.1069 -0.8752 1.6616  C15 1.106
23 H -2.0674 1.3081 0.8687  N16 1.029
24 H -1.2573 0.4790 2.0645  N16 1.023

## Properties
SMILES: C/C=C/C.NCCN
Net charge: 0

Let us look at the natural (NBO) charges, expressed in e, one per atom: -0.64 -0.20 -0.19 -0.64 0.21 0.21 0.21 0.21 0.19 0.21 0.21 0.21 -0.84 -0.22 -0.22 -0.84 0.35 0.36 0.19 0.16 0.20 0.16 0.36 0.35



3:
ORCA calculation (the ωB97M-V functional and the def2-TZVPD basis) on one molecule with the formula C6H16N2.

Each atom is followed by the atoms it is bonded to, with distances in Å.
CARTESIAN COORDINATES (ANGSTROEM)
1 C -0.9463 -3.2318 1.1811  C2 1.503, H9 1.101, H10 1.092, H11 1.090
2 C -1.1845 -1.9203 0.4864  C1 1.503, C3 1.540, H12 1.091, H13 1.097
3 C 0.1026 -1.1024 0.2753  C2 1.540, N4 1.449, H14 1.090, H15 1.108
4 N -0.1789 0.2182 -0.2505  C3 1.449, C5 1.479, C6 1.504
5 C -0.5788 0.1493 -1.6732  N4 1.479, H16 1.089, H17 1.095, H18 1.089
6 C 1.0347 1.1008 -0.1479  N4 1.504, C7 1.541, H19 1.087, H20 1.092
7 C 0.5801 2.5680 -0.0281  C6 1.541, N8 1.436, H21 1.103, H22 1.087
8 N 1.7150 3.4412 0.0849  C7 1.436, H23 1.009, H24 1.014
9 H -1.8940 -3.6157 1.5907  C1 1.101
10 H -0.3818 -3.1960 2.1147  C1 1.092
11 H -0.5571 -3.9819 0.4929  C1 1.090
12 H -1.6151 -2.0059 -0.5121  C2 1.091
13 H -1.9419 -1.3285 1.0158  C2 1.097
14 H 0.5804 -0.9733 1.2469  C3 1.090
15 H 0.7532 -1.7179 -0.3772  C3 1.108
16 H 0.0972 -0.5041 -2.2226  C5 1.089
17 H -1.6537 -0.0589 -1.6714  C5 1.095
18 H -0.6178 1.1652 -2.0643  C5 1.089
19 H 1.5939 0.7682 0.7229  C6 1.087
20 H 1.6248 0.9816 -1.0584  C6 1.092
21 H -0.1130 2.6321 0.8278  C7 1.103
22 H -0.0505 2.7511 -0.8938  C7 1.087
23 H 1.4711 4.3951 -0.1352  N8 1.009
24 H 2.1606 3.4656 0.9953  N8 1.014

## Properties
SMILES: CCCN(C)CCN
Net charge: 0

Let us look at the natural (NBO) charges, expressed in e, one per atom: -0.62 -0.41 -0.21 -0.44 -0.44 -0.22 -0.22 -0.85 0.21 0.21 0.21 0.20 0.20 0.19 0.15 0.18 0.21 0.20 0.19 0.17 0.17 0.19 0.36 0.36



Which of them is the most stable, and which is the least stable? 3 and 1, in that order.



1:
ORCA calculation (the ωB97M-V functional and the def2-TZVPD basis) on a 2-piece molecular cluster, C6H16N2 overall.

Each atom is followed by the atoms it is bonded to, with distances in Å.
CARTESIAN COORDINATES (ANGSTROEM)
1 C 0.7964 0.1390 -2.5937  C2 1.522, C3 1.547, H9 1.094, H10 1.087
2 C -0.0127 -1.0629 -2.1280  C1 1.522, H11 1.099, H12 1.089, H13 1.089
3 C 0.6813 1.4122 -1.7234  C1 1.547, N4 1.421, H14 1.092, H15 1.101
4 N 0.9732 1.1936 -0.3496  C3 1.421, C5 1.346
5 C -0.0044 0.7574 0.4667  N4 1.346, C6 1.559, H17 1.117, H18 1.103
6 C 0.4794 -0.3900 1.4049  C5 1.559, N7 1.356, H19 1.115, H20 1.105
7 N -0.6238 -0.7833 2.0887  C6 1.356, C8 1.432
8 C -0.3809 -1.9703 2.8519  N7 1.432, H22 1.100, H23 1.080, H24 1.100
9 H 1.8510 -0.1390 -2.6861  C1 1.094
10 H 0.4515 0.3718 -3.5978  C1 1.087
11 H -1.0625 -0.7697 -1.9869  C2 1.099
12 H 0.2411 -1.4435 -1.1400  C2 1.089
13 H 0.0357 -1.8606 -2.8677  C2 1.089
14 H 1.4335 2.1208 -2.0753  C3 1.092
15 H -0.3086 1.8571 -1.9112  C3 1.101
16 H -2.0186 3.3584 1.6464  H21 0.749
17 H -0.3192 1.5173 1.2218  C5 1.117
18 H -0.9612 0.4730 -0.0027  C5 1.103
19 H 1.0273 -1.1574 0.8093  C6 1.115
20 H 1.2760 0.0790 2.0112  C6 1.105
21 H -2.6190 3.2016 1.2272  H16 0.749
22 H 0.3616 -1.7309 3.6273  C8 1.100
23 H -1.2657 -2.2998 3.3757  C8 1.080
24 H -0.0315 -2.8738 2.3312  C8 1.100

## Properties
Net charge: 0

Let us look at the natural (NBO) charges, expressed in e, one per atom: -0.38 -0.62 -0.27 -0.26 -0.26 -0.23 -0.35 -0.46 0.20 0.21 0.20 0.21 0.22 0.21 0.18 0.00 0.26 0.18 0.16 0.21 0.00 0.20 0.20 0.19



2:
ORCA calculation (the ωB97M-V functional and the def2-TZVPD basis) on one molecule with the formula C6H16N2.

Each atom is followed by the atoms it is bonded to, with distances in Å.
CARTESIAN COORDINATES (ANGSTROEM)
1 C 0.2161 2.4936 -1.2591  C2 1.535, H9 1.093, H10 1.088, H11 1.078
2 C -0.9406 1.5335 -1.5682  C1 1.535, C3 1.541, H12 1.097, H13 1.095
3 C -0.7056 0.0358 -1.2901  C2 1.541, C4 1.570, H14 1.090, H15 1.086
4 C -1.4135 -0.4631 0.0194  C3 1.570, C5 1.514, H16 1.094, H17 1.077
5 C -0.6208 -0.1427 1.2691  C4 1.514, N6 1.502, H18 1.093, H19 1.080
6 N 0.2190 -1.2528 1.8332  C5 1.502, C7 1.458, H20 1.017
7 C 1.1275 -1.8923 0.8893  N6 1.458, N8 1.468, H21 1.091, H22 1.085
8 N 2.5188 -1.4469 1.0288  C7 1.468, H23 1.010, H24 0.997
9 H 0.6618 2.1695 -0.3150  C1 1.093
10 H 1.0562 2.4249 -1.9473  C1 1.088
11 H -0.1770 3.4950 -1.1887  C1 1.078
12 H -1.7794 1.8849 -0.9550  C2 1.097
13 H -1.3066 1.6657 -2.5919  C2 1.095
14 H 0.3618 -0.1220 -1.1337  C3 1.090
15 H -1.0222 -0.5891 -2.1200  C3 1.086
16 H -2.4156 -0.0314 0.0929  C4 1.094
17 H -1.5357 -1.5195 -0.1516  C4 1.077
18 H -1.2427 0.1214 2.1276  C5 1.093
19 H 0.0774 0.6703 1.1327  C5 1.080
20 H -0.4471 -1.9504 2.1539  N6 1.017
21 H 1.1170 -2.9605 1.1133  C7 1.091
22 H 0.8781 -1.8528 -0.1663  C7 1.085
23 H 2.5198 -0.4426 1.1391  N8 1.010
24 H 2.8530 -1.8284 1.8876  N8 0.997

## Properties
SMILES: CCCCCNCN
Net charge: 0

Let us look at the natural (NBO) charges, expressed in e, one per atom: -0.60 -0.40 -0.39 -0.43 -0.23 -0.63 -0.07 -0.83 0.19 0.20 0.21 0.19 0.20 0.20 0.21 0.21 0.21 0.20 0.18 0.35 0.18 0.17 0.35 0.35



Which of them is the most stable, and which is the least stable? 2 and 1, in that order.



1:
ORCA calculation (the ωB97M-V functional and the def2-TZVPD basis) on an isolated ion of composition C5H9FN and charge +1.

Each atom is followed by the atoms it is bonded to, with distances in Å.
CARTESIAN COORDINATES (ANGSTROEM)
1 N -0.1905 1.9566 -0.2977  C2 1.480, H8 1.113, H9 1.043, H10 1.024
2 C -0.1848 0.7081 0.4967  N1 1.480, C3 1.548, C6 1.617, H11 1.067
3 C 1.0832 -0.0858 0.0973  C2 1.548, C4 1.552, H12 1.105, H13 1.096
4 C 0.6973 -1.5808 -0.0589  C3 1.552, C5 1.505, H14 1.078, H15 1.094
5 C -0.8018 -1.5265 -0.1761  C4 1.505, C6 1.275, H16 1.124
6 C -1.2851 -0.3568 -0.0235  C2 1.617, C5 1.275, F7 1.313
7 F -2.4761 0.1950 -0.0173  C6 1.313
8 H -0.8459 2.7114 0.1923  N1 1.113
9 H -0.6552 1.5700 -1.1479  N1 1.043
10 H 0.7787 2.2432 -0.4646  N1 1.024
11 H -0.1784 0.9180 1.5428  C2 1.067
12 H 1.7517 -0.0501 0.9758  C3 1.105
13 H 1.5274 0.2472 -0.8477  C3 1.096
14 H 0.8903 -2.1679 0.8241  C4 1.078
15 H 1.2443 -2.3116 -0.6617  C4 1.094
16 H -1.3552 -2.4701 -0.4337  C5 1.124

## Properties
SMILES: [NH3+][C@@H]1CCC=C1F
Net charge: +1

Let us look at the natural (NBO) charges, expressed in e, one per atom: -0.70 -0.13 -0.43 -0.44 -0.22 0.35 -0.30 0.47 0.46 0.46 0.24 0.25 0.22 0.24 0.26 0.27



2:
ORCA calculation (the ωB97M-V functional and the def2-TZVPD basis) on an isolated ion of composition C5H9FN and charge +1.

Each atom is followed by the atoms it is bonded to, with distances in Å.
CARTESIAN COORDINATES (ANGSTROEM)
1 C 2.1600 -1.4245 0.3054  N2 1.274, H8 1.051, H9 1.012
2 N 1.8634 -0.2777 -0.1641  C1 1.274, C3 1.449, H10 1.040
3 C 0.6668 0.5289 -0.2921  N2 1.449, C4 1.547, H11 1.055, H12 1.051
4 C -0.6604 0.1584 0.4114  C3 1.547, C5 1.484, C6 1.482, H13 1.016
5 C -1.7891 1.1193 0.4720  C4 1.484, C6 1.528, H14 1.090, H15 1.005
6 C -1.8532 -0.1169 -0.4234  C4 1.482, C5 1.528, F7 1.343, H16 1.141
7 F -2.6901 -1.1427 -0.1969  C6 1.343
8 H 1.7017 -1.7644 1.1879  C1 1.051
9 H 2.9510 -1.8634 -0.1474  C1 1.012
10 H 2.4987 0.0828 -0.9039  N2 1.040
11 H 0.3091 0.5105 -1.2848  C3 1.055
12 H 0.7912 1.5461 -0.0591  C3 1.051
13 H -0.4109 -0.4865 1.1559  C4 1.016
14 H -2.2477 1.1587 1.4599  C5 1.090
15 H -1.5255 1.9856 0.0352  C5 1.005
16 H -1.7650 -0.0143 -1.5559  C6 1.141

## Properties
SMILES: C=[NH+]C[C@H]1C[C@@H]1F
Net charge: +1

Let us look at the natural (NBO) charges, expressed in e, one per atom: 0.16 -0.36 -0.26 -0.29 -0.42 0.22 -0.31 0.23 0.22 0.44 0.25 0.25 0.22 0.26 0.22 0.18



3:
ORCA calculation (the ωB97M-V functional and the def2-TZVPD basis) on a 2-piece molecular cluster, C5H9FN overall.

Each atom is followed by the atoms it is bonded to, with distances in Å.
CARTESIAN COORDINATES (ANGSTROEM)
1 C 0.7406 2.3107 1.4966  N6 1.182, H8 1.046
2 C 1.1675 -1.1900 -1.1212  C4 1.548, H9 1.033, H10 1.093, H11 1.117
3 C -2.6551 -0.8053 1.2865  H12 0.998, H13 1.049, H14 1.056
4 C 1.1743 0.3560 -1.2063  C2 1.548, C5 1.458, H15 1.067, H16 1.084
5 C 0.1250 0.8469 -0.3206  C4 1.458, N6 1.248, F7 1.358
6 N 0.3724 1.5142 0.7043  C1 1.182, C5 1.248
7 F -1.1130 0.2888 -0.3393  C5 1.358
8 H 1.1948 2.3449 2.4379  C1 1.046
9 H 1.8900 -1.5214 -1.7806  C2 1.033
10 H 1.5773 -1.3819 -0.1257  C2 1.093
11 H 0.2221 -1.5694 -1.5801  C2 1.117
12 H -2.5234 -0.3340 2.1565  C3 0.998
13 H -3.4659 -0.7174 0.6267  C3 1.049
14 H -1.9437 -1.4907 0.9145  C3 1.056
15 H 1.0986 0.5995 -2.2424  C4 1.067
16 H 2.1385 0.7491 -0.9067  C4 1.084

## Properties
Net charge: +1

Let us look at the natural (NBO) charges, expressed in e, one per atom: 0.43 -0.59 -0.46 -0.51 0.75 -0.37 -0.24 0.25 0.24 0.23 0.25 0.16 0.18 0.15 0.28 0.25



Which of them is the most stable, and which is the least stable? 1 and 3, in that order.



1:
ORCA calculation (the ωB97M-V functional and the def2-TZVPD basis) on a 2-piece molecular cluster, C2H5NO4 overall.

Each atom is followed by the atoms it is bonded to, with distances in Å.
CARTESIAN COORDINATES (ANGSTROEM)
1 O -0.1531 1.8994 -2.1567  C2 1.306
2 C -0.8520 0.8877 -1.7176  O1 1.306, N3 1.412, H7 1.088
3 N -0.6810 0.4901 -0.3738  C2 1.412, C4 1.377, H8 1.012
4 C 0.5474 0.4713 0.2470  N3 1.377, O5 1.340, O6 1.216
5 O 1.4994 0.9365 -0.5735  C4 1.340, H9 1.002
6 O 0.6930 0.2286 1.4293  C4 1.216
7 H -1.5941 0.3545 -2.3085  C2 1.088
8 H -1.3583 -0.1614 0.0016  N3 1.012
9 H 1.0214 1.5145 -1.2381  O5 1.002
10 H -1.6851 -3.5840 2.7845  O12 0.959
11 H -0.4179 -3.3653 1.8649  O12 0.961
12 O -0.7598 -3.7977 2.6520  H10 0.959, H11 0.961

## Properties
⟨S²⟩: 0.755
Spin multiplicity: 2
Net charge: -1

Let us look at the natural (NBO) charges, expressed in e, one per atom: -0.81 0.14 -0.69 0.85 -0.75 -0.71 0.09 0.37 0.50 0.47 0.49 -0.96



2:
ORCA calculation (the ωB97M-V functional and the def2-TZVPD basis) on a 2-piece molecular cluster, C2H5NO4 overall.

Each atom is followed by the atoms it is bonded to, with distances in Å.
CARTESIAN COORDINATES (ANGSTROEM)
1 O 1.3258 1.2082 0.5219  C2 1.301
2 C 0.2945 0.7385 1.1609  O1 1.301, N3 1.412, H7 1.068
3 N -0.1165 -0.6056 1.0282  C2 1.412, C4 1.359, H8 1.006
4 C 0.3853 -1.4730 0.1106  N3 1.359, O5 1.389, O6 1.243
5 O 1.1114 -0.7992 -0.8629  C4 1.389, H9 1.002
6 O 0.1512 -2.6936 0.0918  C4 1.243
7 H -0.3035 1.3137 1.8334  C2 1.068
8 H -0.8700 -0.9162 1.6185  N3 1.006
9 H 1.3854 0.0744 -0.4553  O5 1.002
10 H -0.3968 0.7879 -1.6218  O12 0.944
11 H -1.8762 0.9369 -1.7927  O12 0.940
12 O -1.0907 1.4281 -1.6327  H10 0.944, H11 0.940

## Properties
⟨S²⟩: 0.757
Spin multiplicity: 2
Net charge: -1

Let us look at the natural (NBO) charges, expressed in e, one per atom: -0.80 0.17 -0.66 0.83 -0.78 -0.73 0.10 0.39 0.50 0.49 0.45 -0.95



Which of them is the most stable, and which is the least stable? 2 and 1, in that order.